# 1
Molecular formula: C29H31Cl4CrFN3O2S
Method: DFT, wB97M-V/def2-TZVPD

The HOMO energy (alpha / beta) comes out at -3.97 / -4.32 eV. Its total energy is -131210.5698 eV. The energy relative to the best compared isomer or geometry (same formula, charge and spin) is 7.8 kcal/mol. Its HOMO-LUMO gap (alpha / beta) is 6.46 / 6.81 eV. Its multiplicity is 5. The expectation value of S² is 6.01. Its charge is -1.

XYZ file:
```
72
C29H31Cl4CrFN3O2S wB97M-V/def2-TZVPD
Cr 0.644 -0.096 -0.330
Cl 5.211 -0.292 -5.328
C 3.818 -0.608 -4.346
C 2.850 -1.497 -4.770
Cl 3.011 -2.318 -6.289
C 1.727 -1.738 -3.963
Cl 0.495 -2.858 -4.457
C 1.564 -1.097 -2.744
O 0.539 -1.286 -1.945
C 2.574 -0.187 -2.299
O 2.396 0.386 -1.139
C 3.676 0.044 -3.111
Cl 4.871 1.164 -2.541
C -0.283 2.563 -2.412
C -0.422 2.974 -0.945
C -1.415 4.123 -0.785
C 0.931 3.293 -0.341
C 1.648 4.371 -0.846
C 2.900 4.683 -0.354
C 3.442 3.894 0.646
C 2.766 2.797 1.175
C 3.550 1.968 2.187
C 2.869 1.645 3.515
C 4.106 0.692 1.558
C 1.479 2.504 0.680
N 0.741 1.379 1.161
C -0.057 1.654 2.229
C -0.390 2.952 2.683
C -1.234 3.176 3.759
C -1.811 2.123 4.454
C -1.504 0.827 4.045
C -0.656 0.624 2.985
F -0.365 -0.668 2.652
H -1.250 2.262 -2.821
H 0.412 1.729 -2.521
H 0.098 3.388 -3.017
H -0.818 2.110 -0.402
H -1.056 5.025 -1.284
H -1.575 4.364 0.268
H -2.379 3.862 -1.228
H 1.220 4.969 -1.642
H 3.456 5.521 -0.753
H 4.436 4.117 1.018
H 4.412 2.600 2.433
H 2.157 0.832 3.407
H 2.345 2.504 3.936
H 3.628 1.325 4.235
H 3.295 0.008 1.310
H 4.783 0.199 2.262
H 4.640 0.898 0.631
H 0.052 3.798 2.172
H -1.441 4.197 4.054
H -2.473 2.295 5.290
H -1.904 -0.042 4.551
C 2.588 -3.151 -0.197
S 1.221 -2.744 0.900
C 2.083 -2.805 2.478
H 3.385 -2.414 -0.097
H 2.200 -3.104 -1.211
H 2.973 -4.150 0.006
H 2.467 -3.806 2.672
H 1.367 -2.538 3.251
H 2.900 -2.087 2.497
N -2.298 0.309 0.541
C -3.542 -0.191 0.456
C -3.461 -1.349 -0.287
C -2.098 -1.478 -0.600
N -1.404 -0.474 -0.082
H -1.964 1.079 1.106
H -4.373 0.310 0.920
H -4.265 -2.001 -0.572
H -1.582 -2.215 -1.192
```

---

# 2
Molecular formula: C29H31F6NO10
Method: DFT, wB97M-V/def2-TZVPD

The HOMO energy comes out at -9.53 eV. Its total energy is -68847.0280 eV. Its HOMO-LUMO gap is 8.97 eV. Its SMILES is O=C1NC(=O)c2cc(C(F)(F)F)c(CCC(F)=C(F)F)cc21.O=C1CCCO1.O=C1CCCO1.O=C1CCCO1.O=C1CCCO1. Its multiplicity is 1.

XYZ file:
```
77
C29H31F6NO10 wB97M-V/def2-TZVPD
O 0.522 -1.056 1.785
C 0.571 -0.062 1.120
N 1.759 0.511 0.561
C 1.362 1.458 -0.422
O 2.068 1.897 -1.289
C -0.084 1.751 -0.195
C -0.890 2.734 -0.732
C -2.236 2.729 -0.368
C -3.129 3.792 -0.963
F -3.768 4.516 -0.023
F -2.420 4.669 -1.694
F -4.066 3.276 -1.782
C -2.745 1.757 0.516
C -4.216 1.639 0.888
C -4.899 0.755 -0.188
C -4.419 -0.633 0.053
F -4.932 -1.295 1.115
C -3.431 -1.200 -0.633
F -3.224 -1.000 -1.927
F -2.458 -1.926 -0.102
C -1.885 0.818 1.080
C -0.557 0.819 0.708
H 2.289 -0.263 0.159
H -0.479 3.458 -1.420
H -4.639 2.637 0.951
H -4.253 1.174 1.870
H -4.518 1.036 -1.169
H -5.984 0.845 -0.213
H -2.248 0.069 1.770
O -2.632 1.686 4.079
C -3.418 2.470 4.523
C -3.518 2.995 5.941
C -4.916 3.615 5.967
C -5.105 4.025 4.512
O -4.366 3.053 3.750
H -2.733 3.738 6.090
H -3.399 2.186 6.656
H -5.025 4.444 6.662
H -5.649 2.853 6.234
H -4.691 5.013 4.300
H -6.144 4.003 4.195
O 2.254 -2.909 -0.448
C 1.331 -3.276 -1.118
C 0.402 -4.448 -0.865
C -0.286 -4.632 -2.220
C -0.249 -3.214 -2.776
O 0.951 -2.628 -2.238
H -0.302 -4.160 -0.082
H 0.965 -5.322 -0.550
H -1.292 -5.042 -2.157
H 0.309 -5.293 -2.851
H -1.093 -2.610 -2.439
H -0.202 -3.175 -3.861
O 4.788 -7.484 2.543
C 4.993 -6.414 2.052
C 4.184 -5.141 2.221
C 4.685 -4.271 1.071
C 6.110 -4.780 0.895
O 6.062 -6.172 1.253
H 4.417 -4.712 3.197
H 3.121 -5.354 2.158
H 4.630 -3.203 1.262
H 4.102 -4.477 0.176
H 6.817 -4.278 1.559
H 6.470 -4.694 -0.128
O 3.867 5.297 -4.616
C 4.034 4.137 -4.849
C 4.110 2.989 -3.861
C 4.719 1.868 -4.701
C 4.234 2.226 -6.100
O 4.151 3.660 -6.115
H 3.100 2.747 -3.527
H 4.724 3.258 -3.008
H 4.427 0.867 -4.389
H 5.808 1.928 -4.660
H 3.242 1.821 -6.310
H 4.917 1.907 -6.884
```